1.
C33H38NOS | wB97M-V/def2-TZVPD

Each line ends with the Löwdin charge.
Atoms and positions in Å:
C  -6.9624  1.0808  -0.4156  -0.065
N  -5.7642  1.8474  -0.1191  -0.212
C  -5.9996  3.2626  0.0917  -0.071
C  -4.5202  1.3018  -0.0614  -0.234
C  -3.4545  1.9873  0.5856  -0.032
C  -2.1778  1.4686  0.5642  -0.047
C  -1.8568  0.2976  -0.1752  -0.218
C  -0.4985  -0.1206  -0.2570  -0.073
C  0.6034  0.7638  -0.3152  -0.198
C  1.9260  0.2268  -0.2178  0.020
C  3.0584  0.9820  -0.1296  -0.071
C  4.4797  0.3623  -0.0981  -0.551
C  5.2504  0.7935  -1.3480  -0.054
C  4.4123  -1.1640  -0.0586  -0.075
C  5.2702  0.8370  1.1213  -0.061
C  2.9093  2.4471  -0.1016  -0.285
O  3.9203  3.1795  0.0258  -0.025
C  1.5742  3.0342  -0.2820  -0.068
C  1.4210  4.5797  -0.2813  -0.549
C  2.0753  5.2190  0.9474  -0.059
C  -0.0475  5.0099  -0.2976  -0.078
C  2.1125  5.1568  -1.5194  -0.055
C  0.5199  2.1826  -0.4876  0.014
C  -2.9428  -0.4457  -0.7132  -0.024
C  -4.2425  0.0294  -0.6611  -0.022
H  -6.7548  0.0087  -0.3465  0.074
H  -7.7413  1.3486  0.3087  0.085
H  -7.3276  1.3247  -1.4252  0.091
H  -5.0849  3.8395  -0.0651  0.079
H  -6.7601  3.5922  -0.6217  0.082
H  -6.3811  3.4695  1.1008  0.089
H  -3.6254  2.9484  1.0880  0.099
H  -1.3945  1.9832  1.1290  0.116
H  -0.2650  -1.2057  -0.0383  0.005
H  2.0080  -0.8654  -0.1968  0.091
H  5.3551  1.8827  -1.3620  0.076
H  6.2472  0.3367  -1.3496  0.080
H  4.7136  0.4740  -2.2477  0.089
H  3.8819  -1.5028  0.8401  0.090
H  3.9045  -1.5593  -0.9462  0.086
H  5.4318  -1.5769  -0.0365  0.083
H  4.7517  0.5486  2.0409  0.087
H  6.2669  0.3784  1.1169  0.079
H  5.3727  1.9246  1.0948  0.070
H  3.1384  4.9708  0.9583  0.070
H  1.9559  6.3110  0.9005  0.080
H  1.6058  4.8510  1.8654  0.087
H  -0.5495  4.6904  -1.2226  0.084
H  -0.5905  4.6039  0.5704  0.084
H  -0.1035  6.1090  -0.2462  0.082
H  1.6766  4.7305  -2.4304  0.088
H  1.9876  6.2482  -1.5371  0.080
H  3.1784  4.9141  -1.4846  0.078
H  -0.4540  2.6129  -0.7195  0.097
H  -2.7222  -1.4189  -1.1730  0.078
H  -5.0638  -0.5635  -1.0801  0.093
C  -2.0197  -7.5664  1.9452  -0.115
C  -2.2028  -6.4671  1.1101  -0.055
C  -1.0981  -5.8523  0.4508  -0.184
C  0.1948  -6.4955  0.5312  -0.191
C  0.3382  -7.6236  1.3667  -0.069
C  -0.7317  -8.1446  2.0806  -0.125
C  1.2965  -5.9092  -0.1662  -0.051
C  1.1697  -4.6762  -0.7698  -0.133
C  -0.0717  -3.9641  -0.7559  -0.754
S  -0.1211  -2.4865  -1.5419  0.652
C  -1.2032  -4.6116  -0.2149  -0.084
H  -2.8603  -7.9907  2.5033  0.089
H  -3.1875  -6.0162  0.9793  0.100
H  1.3420  -8.0579  1.4320  0.103
H  -0.5832  -9.0045  2.7306  0.083
H  2.2419  -6.4664  -0.2066  0.103
H  1.9515  -4.2283  -1.3603  0.075
H  -2.1794  -4.1677  -0.3956  0.093

Values from the calculation:
DFT total energy = -49211.2405 eV
orbital gap = 5.44 eV
charge = -1

***

2.
C8H13N2S | wB97M-V/def2-TZVPD

Each line ends with the Löwdin charge.
Atoms and positions in Å:
C  -1.4165  0.3482  0.6990  0.017
C  -2.1618  1.1803  -0.0679  -0.240
C  -0.3277  0.6025  -1.1882  -0.577
C  0.8650  -0.8904  0.3114  -0.237
C  1.8707  -0.6554  -1.0020  -0.482
C  -3.3443  2.0315  0.2921  0.009
C  0.5254  -2.3985  0.4975  -0.010
C  3.2032  0.0167  -0.6011  -0.114
N  -0.3152  -0.0919  -0.0259  -0.030
N  -1.4683  1.2657  -1.2728  0.158
S  0.9404  0.3466  -2.2550  1.090
H  -1.5721  0.0076  1.7995  0.183
H  1.1996  -0.4642  1.1826  0.115
H  2.0567  -1.6531  -1.3620  0.091
H  -4.0244  2.2653  -0.4517  0.062
H  -3.7734  1.5434  1.1775  0.105
H  -2.9822  3.0195  0.5441  0.094
H  -0.0142  -2.8657  -0.2040  0.033
H  0.0999  -2.5942  1.5569  0.120
H  1.5680  -2.8976  0.5403  0.122
H  3.4095  -0.4230  0.4115  0.088
H  3.1246  1.1515  -0.4280  0.104
H  4.0153  -0.2350  -1.4136  0.123
H  -1.9241  1.8153  -1.9665  0.177

Values from the calculation:
DFT total energy = -22315.4787 eV
orbital gap = 9.79 eV
charge = +1

***

3.
C56H48BaBrN7O8S | wB97M-V/def2-TZVPD

Each line ends with the Löwdin charge.
Atoms and positions in Å:
Ba  0.5796  -0.2863  -0.9634  1.704
C  3.3637  7.8059  5.1243  -0.115
O  3.0014  7.7363  3.7664  -0.096
C  2.6834  6.4950  3.2716  -0.287
C  2.2910  6.4506  1.9365  0.009
C  1.9425  5.2507  1.3512  0.007
C  1.9908  4.0531  2.0796  -0.179
C  2.3704  4.1207  3.4143  -0.033
C  2.7211  5.3273  4.0188  -0.029
C  1.5821  2.7696  1.4542  -0.041
C  0.2927  2.7986  0.7409  -0.221
C  -0.8089  3.7122  1.1773  0.010
C  -1.8412  3.4671  0.3851  0.009
C  -1.2808  2.6180  -0.7430  -0.422
N  -0.1022  1.9887  -0.1877  -0.040
C  -2.3714  1.7951  -1.4026  0.002
C  -2.6554  0.5089  -0.9996  -0.244
C  -3.9995  -0.0829  -0.9230  -0.013
C  -3.8613  -1.2943  -0.3577  0.006
C  -2.4208  -1.5129  -0.1376  -0.216
C  -1.8603  -2.7384  0.3635  -0.073
C  -2.8165  -3.8610  0.5981  -0.205
C  -3.6063  -4.3950  -0.4255  -0.032
C  -4.4960  -5.4243  -0.1893  0.004
C  -4.6263  -5.9556  1.0894  -0.287
O  -5.5349  -6.9787  1.2308  -0.099
C  -5.6687  -7.5333  2.5164  -0.117
C  -3.8606  -5.4452  2.1268  -0.028
C  -2.9708  -4.4029  1.8677  -0.030
C  -0.5249  -2.9524  0.7278  -0.241
N  0.4382  -2.0075  0.8490  -0.068
C  1.5259  -2.5898  1.4066  -0.231
C  2.6315  -1.9077  1.8978  -0.095
C  3.6809  -2.6940  2.6060  -0.205
C  4.4690  -3.6234  1.9212  -0.012
C  5.4295  -4.3734  2.5749  -0.004
C  5.6346  -4.2072  3.9396  -0.290
O  6.6064  -4.9984  4.5057  -0.099
C  6.8221  -4.8468  5.8880  -0.115
C  4.8755  -3.2817  4.6424  -0.029
C  3.9080  -2.5390  3.9676  -0.031
C  2.7676  -0.4848  1.8734  -0.270
C  3.9111  0.2619  2.4480  0.003
C  3.6383  1.5648  2.3108  -0.006
C  2.3187  1.6392  1.6579  -0.233
N  1.8848  0.3601  1.3713  0.016
C  1.2726  -4.0384  1.5741  0.017
C  0.0210  -4.2607  1.1610  -0.018
N  -1.7541  -0.4105  -0.4776  -0.115
C  -3.3138  2.4897  -2.2985  -0.140
C  -4.0870  1.7555  -3.2126  -0.026
C  -5.0351  2.3535  -4.0189  -0.003
C  -5.2165  3.7296  -3.9714  -0.286
O  -6.1860  4.2449  -4.7939  -0.095
C  -6.3896  5.6387  -4.7385  -0.109
C  -4.4031  4.4960  -3.1459  -0.013
C  -3.4603  3.8797  -2.3327  0.004
H  3.5701  8.8530  5.3353  0.084
H  4.2598  7.2143  5.3352  0.090
H  2.5543  7.4624  5.7760  0.090
H  2.2633  7.3730  1.3699  0.117
H  1.6227  5.2178  0.3168  0.101
H  2.3699  3.2151  4.0080  0.116
H  3.0025  5.3327  5.0623  0.092
H  -0.7475  4.3887  2.0175  0.112
H  -2.8253  3.9083  0.3870  0.110
H  -4.9194  0.4326  -1.1485  0.107
H  -4.6504  -1.9777  -0.0862  0.103
H  -3.5033  -4.0028  -1.4291  0.097
H  -5.0880  -5.8457  -0.9926  0.115
H  -6.4153  -8.3208  2.4371  0.083
H  -6.0078  -6.7898  3.2445  0.089
H  -4.7277  -7.9660  2.8696  0.090
H  -3.9398  -5.8353  3.1317  0.092
H  -2.3817  -3.9975  2.6819  0.121
H  4.3247  -3.7351  0.8528  0.129
H  6.0400  -5.0907  2.0402  0.114
H  7.6120  -5.5457  6.1549  0.084
H  5.9233  -5.0843  6.4654  0.090
H  7.1434  -3.8309  6.1381  0.090
H  5.0133  -3.1279  5.7035  0.092
H  3.3091  -1.8230  4.5183  0.121
H  4.8003  -0.1821  2.8682  0.103
H  4.2629  2.4039  2.5717  0.106
H  1.9779  -4.7593  1.9558  0.102
H  -0.5008  -5.2018  1.1075  0.105
H  -3.9091  0.6935  -3.3107  0.089
H  -5.6328  1.7690  -4.7072  0.114
H  -7.2239  5.8547  -5.4024  0.084
H  -5.5082  6.1887  -5.0801  0.092
H  -6.6407  5.9681  -3.7263  0.090
H  -4.4763  5.5738  -3.1294  0.098
H  -2.8073  4.5012  -1.7389  0.110
O  0.0203  -2.0019  -2.3594  -0.505
N  -1.0316  -2.3725  -3.0561  -0.204
C  -1.7101  -1.3984  -3.7100  -0.050
C  -2.8343  -1.6470  -4.4514  -0.094
C  -3.2936  -2.9638  -4.5293  -0.109
C  -2.5993  -3.9488  -3.8778  -0.149
C  -1.4270  -3.7017  -3.1149  -0.753
S  -0.5570  -4.9299  -2.3449  0.549
H  -1.2707  -0.4129  -3.6169  0.096
H  -3.3220  -0.8298  -4.9637  0.089
H  -4.1813  -3.2075  -5.1016  0.092
H  -2.9191  -4.9805  -3.9231  0.086
O  2.7114  3.6137  -1.5567  -0.104
H  1.7481  3.8760  -1.4948  -0.007
H  2.7690  2.7885  -1.0606  0.008
Br  3.3617  -0.7460  -1.5757  -0.262
O  -0.7240  3.5686  -1.7443  -0.172
O  0.1897  4.4595  -1.1546  -0.271
C  4.0930  2.0725  -4.1119  -0.071
N  3.0671  1.2286  -4.7234  -0.201
C  3.5594  -0.0135  -5.3226  -0.073
C  1.8620  1.1486  -4.1569  -0.332
N  0.7533  1.0935  -3.8223  0.154
H  4.8031  2.3494  -4.8953  0.076
H  4.6078  1.5302  -3.3164  0.055
H  3.6357  2.9596  -3.6858  0.069
H  4.3050  0.2458  -6.0780  0.076
H  2.7340  -0.5377  -5.8019  0.089
H  4.0025  -0.6617  -4.5647  0.047

Values from the calculation:
DFT total energy = -167229.6018 eV
orbital gap (spin up / spin down) = 4.96 / 4.96 eV
charge = -2

***

4.
C11H17BBr6NO11 | wB97M-V/def2-TZVPD

Each line ends with the Löwdin charge.
Atoms and positions in Å:
N  3.1965  -8.1944  12.1026  0.243
H  2.5903  -8.9337  12.5393  0.064
H  3.2011  -8.3742  11.1032  0.017
H  4.0886  -8.2483  12.5964  0.057
H  2.8414  -7.2691  12.3225  -0.023
O  7.2551  -13.8336  16.8848  0.143
C  6.5061  -12.9858  16.4817  -0.401
O  6.8641  -11.8337  15.9685  0.241
B  5.7082  -11.1815  15.3542  -0.866
O  4.5221  -11.9917  15.7471  0.227
C  4.9962  -13.1305  16.2773  -0.381
O  4.3559  -14.1155  16.4844  0.162
O  5.5451  -9.7708  15.7179  0.262
C  5.1968  -9.1082  14.6354  -0.361
O  4.8306  -7.9651  14.5378  0.101
C  5.5193  -10.0183  13.4019  -0.385
O  5.8545  -11.1693  13.8802  0.266
O  5.5423  -9.6920  12.2356  0.058
O  1.1219  -12.0405  14.0416  0.054
C  1.7692  -11.1506  13.1934  -0.790
O  1.8229  -9.9398  13.5800  -0.098
O  2.3508  -11.6282  12.2117  -0.009
H  0.7793  -11.3328  14.6228  0.092
Br  8.4107  -5.2555  9.6767  0.542
C  7.7952  -5.3626  11.5822  -0.586
C  6.5732  -6.2921  11.5184  -0.682
Br  4.9946  -5.4352  10.7448  0.648
H  7.5052  -4.3757  11.9270  0.053
H  8.6509  -5.7629  12.1143  0.057
H  6.2805  -6.4189  12.5629  0.046
H  6.7364  -7.2745  11.0885  0.049
Br  4.4606  -9.4386  9.2087  0.747
C  5.8789  -8.8207  8.0551  -0.675
C  5.6013  -7.4173  7.5209  -0.682
Br  4.1642  -7.3816  6.1507  0.555
H  6.0105  -9.4673  7.1912  0.055
H  6.7979  -8.7707  8.6366  0.058
H  6.4875  -7.0909  6.9823  0.050
H  5.2630  -6.7235  8.2833  -0.031
Br  1.6420  -5.5120  13.5807  0.669
C  1.5053  -5.6006  15.5469  -0.651
C  1.7390  -7.0614  15.9057  -0.661
Br  1.1782  -7.2674  17.8007  0.587
H  0.5404  -5.2095  15.8520  0.045
H  2.2962  -4.9483  15.9058  0.054
H  2.7841  -7.3259  15.7828  0.042
H  1.0646  -7.6887  15.3315  0.041

Values from the calculation:
DFT total energy = -456636.1774 eV
orbital gap = 7.73 eV
charge = -1